Entry from the OMol25 dataset: a structure of composition C20H40AsCrN7O5PSe (the ωB97M-V functional and the def2-TZVPD basis).

2S+1	5
gap between HOMO and LUMO (alpha / beta)	6.449 / 6.720	eV
net charge	+1
<S²>	6.03
HOMO energy (alpha / beta)	-10.4 / -10.5	eV
ΔE to the lowest compared entry with this formula, charge and spin	0.0	kcal/mol

```
76
Properties=species:S:1:pos:R:3:forces:R:3:mulliken_charge:R:1
Cr -0.185 1.586 -0.830 -0.134 -0.372 -0.241 -0.60
C 3.455 3.805 -1.330 -0.002 0.015 0.004 -1.78
C 2.065 3.288 -1.199 0.022 0.016 0.020 0.65
N 1.764 2.160 -0.660 -0.034 0.001 0.018 0.91
O 2.800 1.382 -0.188 0.009 0.009 -0.011 -0.66
C 0.928 4.051 -1.718 -0.013 -0.006 -0.012 0.58
C 1.057 5.410 -2.316 0.006 0.003 0.005 -1.77
N -0.214 3.422 -1.635 -0.104 0.008 -0.009 0.96
O -1.320 3.908 -2.040 0.072 -0.029 -0.056 -0.78
H 4.181 3.105 -0.933 0.004 -0.002 0.001 0.39
H 3.544 4.758 -0.805 0.003 -0.003 0.002 0.36
H 3.670 3.997 -2.382 -0.001 0.003 0.004 0.36
H 2.359 0.550 0.048 0.010 -0.021 -0.026 0.00
H 1.562 5.371 -3.284 -0.003 -0.002 -0.002 0.32
H 1.627 6.077 -1.669 0.003 -0.003 -0.003 0.38
H 0.063 5.823 -2.466 -0.001 0.003 0.000 0.42
Se -0.310 -1.809 -3.997 -0.078 0.016 -0.040 -0.20
C -0.026 -0.303 -3.132 0.092 0.009 0.072 0.33
N 0.153 0.692 -2.538 -0.001 0.011 -0.042 -0.42
C -4.597 0.294 -1.745 0.005 -0.021 -0.018 -1.16
As -3.301 1.682 -1.978 0.034 0.062 -0.137 0.87
C -4.198 3.327 -1.599 -0.008 0.001 0.038 -1.14
C -2.714 1.640 -3.793 0.015 0.015 -0.013 -0.94
O -2.089 1.286 -0.866 0.062 0.084 0.206 -0.33
H -5.461 0.480 -2.381 -0.001 -0.005 -0.003 0.48
H -4.906 0.274 -0.702 0.000 0.000 0.000 0.38
H -4.141 -0.657 -2.014 0.005 -0.007 -0.012 0.30
H -5.096 3.358 -2.215 -0.020 0.026 0.009 0.46
H -3.533 4.153 -1.829 -0.026 -0.022 0.002 0.30
H -4.479 3.350 -0.547 0.004 -0.033 -0.001 0.36
H -3.573 1.818 -4.441 -0.016 0.007 0.031 0.48
H -2.286 0.661 -4.004 -0.038 -0.024 -0.014 0.19
H -1.969 2.418 -3.926 0.013 0.023 -0.011 0.29
O 0.216 -0.063 0.182 0.198 0.313 0.178 1.80
P 0.479 -1.230 1.107 -0.156 -0.123 -0.083 -3.03
N -0.762 -2.292 1.176 0.008 0.038 -0.026 0.49
C -0.910 -3.305 0.105 -0.006 -0.004 0.011 0.08
C -2.276 -3.900 0.408 -0.002 0.002 0.015 -0.92
C -3.090 -2.672 0.813 -0.001 -0.012 0.026 -0.30
C -2.099 -1.805 1.600 -0.002 -0.010 -0.021 -0.17
N 1.829 -1.962 0.550 0.026 0.000 0.000 0.41
C 2.131 -2.132 -0.896 0.015 0.029 -0.005 0.12
C 2.749 -3.522 -0.971 -0.009 -0.003 0.004 -0.66
C 3.476 -3.647 0.367 -0.009 -0.011 0.000 -0.80
C 2.505 -3.003 1.354 0.004 0.010 0.000 -0.32
N 0.710 -0.731 2.644 0.013 0.018 -0.024 0.71
C 1.788 0.241 2.926 -0.041 0.027 0.017 -0.28
C 1.990 0.149 4.440 0.042 -0.022 -0.010 -0.69
C 1.553 -1.277 4.777 -0.013 0.019 0.008 -0.73
C 0.354 -1.487 3.862 0.006 -0.011 -0.006 -0.55
H -0.101 -4.033 0.158 -0.004 -0.002 0.011 0.04
H -0.906 -2.845 -0.890 0.006 -0.008 -0.002 -0.04
H -2.198 -4.599 1.243 -0.002 -0.001 -0.002 0.36
H -2.694 -4.428 -0.446 -0.002 0.000 -0.001 0.44
H -3.971 -2.921 1.403 -0.009 0.013 -0.008 0.45
H -3.423 -2.139 -0.079 0.019 0.007 -0.011 -0.14
H -2.213 -1.934 2.678 0.002 -0.026 -0.003 0.30
H -2.222 -0.745 1.362 -0.003 -0.004 0.023 0.01
H 2.855 -1.378 -1.220 -0.026 0.025 0.016 0.48
H 1.238 -2.024 -1.511 0.031 -0.026 0.030 -0.56
H 3.406 -3.631 -1.832 -0.003 0.000 0.003 0.43
H 1.965 -4.278 -1.051 -0.001 -0.003 0.001 0.26
H 4.410 -3.083 0.341 -0.006 0.006 -0.002 0.35
H 3.711 -4.675 0.638 0.005 0.001 0.003 0.41
H 3.013 -2.557 2.211 -0.007 -0.004 0.005 0.05
H 1.782 -3.735 1.730 -0.001 -0.008 -0.008 0.40
H 1.511 1.248 2.610 -0.011 0.007 -0.020 -0.03
H 2.700 -0.032 2.385 0.016 -0.034 0.029 0.37
H 1.350 0.870 4.951 -0.023 -0.011 -0.012 0.33
H 3.020 0.359 4.722 -0.008 0.015 0.009 0.38
H 1.298 -1.407 5.827 0.008 -0.005 0.001 0.43
H 2.345 -1.987 4.530 0.001 0.003 -0.010 0.24
H -0.549 -1.065 4.310 -0.001 -0.005 -0.007 0.37
H 0.162 -2.532 3.625 0.005 -0.001 0.004 0.37
O -1.333 2.228 1.888 0.049 0.019 -0.066 -0.16
N -0.625 2.603 1.090 0.008 0.019 0.173 0.37
```
Forces are in eV/Å.

***

Entry from the OMol25 dataset: a cluster of 10 separate species, C20H40Br20 in total in a non-equilibrium geometry (the ωB97M-V functional and the def2-TZVPD basis).

gap between HOMO and LUMO	9.777	eV
net charge	0
HOMO energy	-9.8	eV
SMILES string	BrCCBr.BrCCBr.BrCCBr.BrCCBr.BrCCBr.BrCCBr.BrCCBr.BrCCBr.BrCCBr.BrCCBr
ΔE to the lowest compared entry with this formula, charge and spin	15.8	kcal/mol

```
80
Properties=species:S:1:pos:R:3:forces:R:3:mulliken_charge:R:1
Br -2.295 -5.770 -0.070 0.191 1.011 0.233 -0.17
C -2.287 -3.967 0.768 -1.331 0.503 -0.258 -0.45
C -3.042 -4.086 2.079 1.372 0.699 0.395 -0.59
Br -2.729 -2.337 3.002 -0.319 -0.392 -0.255 -0.13
H -2.847 -3.240 0.168 -0.229 -0.647 -0.447 0.49
H -1.324 -3.469 0.809 0.423 -0.929 0.408 0.06
H -2.570 -4.775 2.770 -0.161 -0.237 -0.093 0.39
H -4.103 -4.260 1.967 -0.056 0.111 0.002 0.42
Br -0.390 -5.490 -3.360 0.056 0.663 -0.084 -0.16
C -1.230 -3.817 -3.996 -0.831 -0.516 0.535 -0.20
C -0.464 -3.251 -5.135 -0.101 0.727 -0.878 -0.57
Br -1.110 -1.403 -5.532 -0.122 -0.662 0.101 -0.17
H -1.415 -3.102 -3.200 0.596 -0.214 0.324 -0.04
H -2.222 -4.162 -4.279 0.084 0.108 -0.333 0.37
H -0.654 -3.820 -6.041 0.207 0.068 -0.035 0.45
H 0.599 -3.105 -4.992 0.021 -0.252 0.284 0.32
Br 4.141 0.742 -0.914 0.212 0.078 -0.127 -0.08
C 5.566 -0.397 -1.615 0.133 -0.088 -0.305 -0.70
C 6.473 -0.792 -0.479 0.083 0.187 -0.194 -0.50
Br 8.036 -1.716 -1.211 -0.248 -0.021 0.124 -0.17
H 6.153 0.150 -2.351 -0.305 0.314 0.047 0.49
H 5.069 -1.207 -2.140 0.055 -0.197 0.271 0.35
H 6.001 -1.429 0.260 0.054 -0.065 -0.023 0.28
H 6.856 0.119 -0.028 0.051 -0.148 0.211 0.36
Br 0.204 4.997 3.169 -0.034 -0.003 -0.330 -0.11
C 1.731 5.249 1.985 0.361 0.057 0.858 -0.37
C 2.676 4.072 2.016 0.033 -0.274 -0.387 -0.28
Br 3.312 3.571 3.787 -0.076 0.103 -0.194 -0.11
H 2.218 6.126 2.404 0.044 0.081 -0.254 0.40
H 1.376 5.433 0.975 -0.124 -0.029 0.030 0.19
H 3.566 4.298 1.430 0.012 0.112 0.077 0.45
H 2.235 3.180 1.576 -0.138 0.014 0.160 -0.13
Br 0.280 -0.179 4.230 0.181 0.258 0.198 -0.17
C -0.416 1.630 4.583 -0.792 -0.784 -0.530 -0.02
C -1.920 1.464 4.589 -0.228 0.830 0.233 -0.22
Br -2.751 3.274 4.337 0.137 -0.649 0.370 -0.20
H -0.132 2.279 3.765 0.456 -0.005 0.125 -0.15
H -0.053 1.914 5.561 0.210 0.266 -0.124 0.37
H -2.232 1.042 5.542 -0.363 0.165 -0.095 0.47
H -2.346 0.913 3.760 0.330 -0.173 -0.090 -0.12
Br -5.882 2.144 0.301 0.279 0.040 0.326 -0.14
C -4.689 1.144 1.494 -0.226 -0.359 -0.236 0.11
C -5.463 0.381 2.552 -0.021 -0.167 -0.523 -0.51
Br -6.484 -1.081 1.707 0.168 0.306 0.327 -0.17
H -3.953 1.813 1.932 -0.277 0.309 0.099 -0.26
H -4.162 0.481 0.815 0.034 -0.162 0.154 0.28
H -6.163 1.008 3.093 -0.103 -0.008 -0.073 0.49
H -4.799 -0.113 3.256 0.116 0.000 -0.058 0.18
Br -4.215 5.802 1.223 0.248 0.063 -0.208 -0.17
C -2.404 5.658 0.510 0.113 -0.328 -0.528 -0.17
C -2.383 4.881 -0.792 -0.232 -0.341 0.577 -0.54
Br -0.454 4.660 -1.231 -0.822 0.281 -0.351 -0.14
H -1.822 5.139 1.265 0.028 0.239 0.065 -0.10
H -2.004 6.638 0.261 -0.149 0.172 0.625 0.43
H -2.972 5.398 -1.547 0.611 0.062 -0.355 0.47
H -2.807 3.883 -0.692 0.253 -0.059 0.039 0.19
Br 1.580 2.124 -3.647 0.154 -0.525 0.139 -0.11
C 1.711 0.186 -3.931 0.447 -0.073 -0.581 0.13
C 2.038 -0.094 -5.394 0.170 0.337 0.464 -0.89
Br 3.920 0.410 -5.781 -0.709 -0.126 0.066 -0.18
H 0.751 -0.221 -3.624 -0.030 -0.014 -0.234 0.00
H 2.506 -0.281 -3.350 -0.054 0.528 0.469 0.14
H 1.371 0.472 -6.037 0.251 -0.070 -0.273 0.54
H 1.991 -1.157 -5.608 -0.067 0.016 -0.030 0.32
Br -0.631 -1.318 -1.177 -0.430 -0.183 -0.171 -0.11
C 0.537 0.087 -0.608 1.032 0.501 -0.535 0.04
C 0.248 0.606 0.766 0.202 -0.313 -0.197 -0.29
Br -1.271 1.836 0.845 0.354 -0.510 0.197 0.12
H 0.587 0.849 -1.384 -0.551 0.112 0.110 0.01
H 1.549 -0.326 -0.633 -0.195 -0.287 0.339 -0.09
H 1.145 1.124 1.102 -0.210 0.241 0.171 0.16
H 0.072 -0.239 1.426 -0.237 0.278 0.200 0.20
Br 3.124 -2.766 0.579 -0.114 0.094 -0.117 -0.11
C 1.920 -4.038 -0.225 -1.048 -0.418 -0.390 -0.09
C 1.751 -5.286 0.602 0.212 0.183 0.836 -0.68
Br 0.744 -4.908 2.268 0.305 -0.043 -0.319 -0.14
H 2.243 -4.260 -1.242 0.441 -0.138 0.173 0.41
H 0.931 -3.599 -0.364 0.224 0.416 0.212 -0.16
H 2.705 -5.655 0.968 -0.041 -0.197 -0.155 0.42
H 1.175 -6.062 0.109 0.026 0.073 -0.205 0.35
```
Forces are in eV/Å.

***

Entry from the OMol25 dataset: a cluster of 10 separate species, C20H40Br20 in total in a non-equilibrium geometry (the ωB97M-V functional and the def2-TZVPD basis).

gap between HOMO and LUMO	9.796	eV
net charge	0
HOMO energy	-9.8	eV
SMILES string	BrCCBr.BrCCBr.BrCCBr.BrCCBr.BrCCBr.BrCCBr.BrCCBr.BrCCBr.BrCCBr.BrCCBr
ΔE to the lowest compared entry with this formula, charge and spin	50.6	kcal/mol

```
80
Properties=species:S:1:pos:R:3:forces:R:3:mulliken_charge:R:1
Br -1.383 -7.391 -3.239 -0.099 1.795 -0.530 -0.19
C -1.199 -5.348 -3.493 0.155 -0.814 0.322 -0.48
C 0.214 -4.936 -3.785 0.917 -0.376 0.615 0.10
Br 1.448 -5.711 -2.399 -0.309 0.573 -0.746 -0.12
H -1.529 -4.914 -2.550 -0.084 -0.274 -0.166 0.14
H -1.813 -5.000 -4.324 -0.299 -0.465 0.114 0.43
H 0.357 -3.861 -3.679 -0.301 -0.029 0.161 -0.42
H 0.581 -5.198 -4.777 -0.003 -0.406 0.266 0.44
Br -3.796 0.386 0.044 -0.772 0.238 0.329 0.08
C -5.122 1.319 1.191 0.942 -2.724 1.620 -0.78
C -5.088 2.762 1.021 -0.150 0.769 -1.790 0.05
Br -5.855 3.027 -0.789 -0.237 0.644 0.172 -0.18
H -4.771 1.010 2.176 0.356 0.424 0.233 0.31
H -6.053 0.752 1.162 -0.209 0.601 -0.817 0.44
H -4.068 3.109 0.854 -0.138 0.093 0.598 -0.30
H -5.646 3.333 1.763 0.036 -0.071 -0.198 0.42
Br 0.084 -4.116 3.525 0.381 -0.640 0.216 -0.18
C 1.727 -3.903 4.606 -0.657 1.900 0.546 -0.39
C 1.637 -2.376 4.881 -0.108 -0.216 -0.437 -0.23
Br 3.037 -1.717 6.087 -0.144 -0.205 -0.501 -0.19
H 2.583 -4.216 4.008 -0.205 0.150 0.129 0.35
H 1.680 -4.387 5.581 -0.249 -0.549 -0.460 0.39
H 0.695 -2.071 5.338 0.115 -0.582 0.425 0.42
H 1.573 -1.837 3.936 0.918 0.097 0.164 -0.18
Br -0.600 2.388 -0.219 -0.301 1.065 -0.084 0.23
C -1.593 3.930 -1.036 1.132 0.071 -0.989 -0.33
C -0.647 5.112 -1.422 -0.739 -0.425 0.939 -0.45
Br -1.796 6.569 -2.061 0.112 -0.207 0.036 -0.18
H -2.378 4.265 -0.359 0.216 -0.229 -0.025 0.32
H -1.989 3.471 -1.942 -0.306 0.216 0.240 -0.04
H 0.093 4.944 -2.204 -0.315 -0.351 0.232 0.20
H -0.173 5.490 -0.516 0.098 0.009 -0.208 0.35
Br -1.814 -2.418 -1.143 1.078 0.317 0.974 -0.22
C -0.184 -1.720 -0.068 -1.543 0.974 -0.445 0.04
C -0.635 -0.880 1.182 0.116 -1.418 -1.143 0.31
Br 1.059 -0.276 1.893 -0.110 0.389 0.372 -0.15
H 0.230 -1.032 -0.805 -0.002 -0.106 0.153 -0.34
H 0.512 -2.550 0.048 -0.450 -0.008 0.464 0.43
H -1.162 -1.426 1.966 0.279 -0.245 -0.167 0.45
H -1.269 -0.040 0.898 0.435 -0.001 -0.067 -0.48
Br 2.236 3.398 -3.089 -0.742 -1.715 0.116 -0.20
C 1.276 1.582 -2.989 0.169 -0.326 0.002 0.32
C 1.847 0.643 -4.017 0.154 0.359 -0.404 -0.76
Br 1.103 -1.157 -3.968 -0.691 -0.051 0.207 -0.11
H 0.218 1.732 -3.205 0.154 0.389 0.262 0.21
H 1.423 1.100 -2.023 -0.041 0.881 0.183 -0.37
H 2.893 0.401 -3.828 0.000 0.675 -0.515 0.44
H 1.540 1.013 -4.996 0.861 -0.184 -0.126 0.43
Br 5.654 0.434 2.101 -0.143 1.173 0.117 -0.18
C 5.154 2.293 2.722 0.423 -1.195 -0.288 -0.66
C 3.678 2.521 2.560 -0.128 0.771 -0.998 -0.26
Br 3.028 2.886 0.649 0.780 -0.322 1.132 -0.04
H 5.778 3.062 2.266 -0.147 -0.371 -0.567 0.41
H 5.493 2.274 3.758 -0.592 -0.083 0.152 0.41
H 3.488 3.485 3.031 -0.477 -0.254 0.186 0.38
H 3.021 1.709 2.871 0.303 0.275 0.255 -0.09
Br 3.046 -0.679 -0.874 0.174 -0.300 -0.238 -0.02
C 3.527 -2.373 -1.741 -0.031 0.521 -0.946 -0.22
C 4.873 -2.691 -1.206 0.744 -0.482 0.817 -0.75
Br 5.774 -4.084 -2.261 -0.310 0.190 0.246 -0.19
H 3.617 -2.188 -2.811 -0.310 0.166 0.105 0.39
H 2.747 -3.117 -1.581 0.173 0.110 0.209 0.08
H 4.784 -3.037 -0.176 0.262 -0.181 -0.101 0.37
H 5.542 -1.831 -1.212 -0.142 -0.133 -0.186 0.39
Br -3.014 1.236 -3.500 -0.169 -0.519 -0.361 -0.10
C -3.954 -0.475 -3.867 -1.333 0.613 0.330 -0.23
C -5.391 -0.304 -3.303 0.801 -1.031 0.360 -0.37
Br -6.510 -1.912 -3.690 0.474 0.545 -0.190 -0.19
H -3.391 -1.229 -3.317 -0.130 0.030 -0.326 0.03
H -4.021 -0.634 -4.943 0.505 0.038 0.163 0.40
H -5.916 0.576 -3.674 0.135 -0.242 0.097 0.41
H -5.329 -0.376 -2.217 -0.196 0.618 -0.192 0.05
Br 1.767 2.020 5.797 -0.092 0.336 -0.081 -0.18
C 0.004 2.756 5.413 -1.027 -0.802 -0.645 -0.44
C -0.268 2.609 3.925 0.063 0.088 -0.215 -0.29
Br -2.225 3.012 3.486 1.524 -0.073 0.354 -0.16
H -0.097 3.811 5.669 0.256 -0.307 0.460 0.38
H -0.678 2.090 5.942 0.038 0.487 0.325 0.36
H -0.095 1.616 3.512 -0.213 0.096 0.325 -0.09
H 0.429 3.286 3.431 -0.634 0.225 -0.575 0.38
```
Forces are in eV/Å.